Entry 1:
{"formula": "C7H7N2", "method": "ωB97M-V with the def2-TZVPD basis set", "charge": 1, "molar_mass_g_mol": 119.1, "spin_multiplicity": 3, "energy_ha": -379.94731, "e_lumo_ev": [-3.99, -5.73], "s_squared": 2.04, "elements": ["C", "C", "C", "C", "C", "C", "C", "N", "N", "H", "H", "H", "H", "H", "H", "H"], "coordinates": [[1.43741, 1.54683, -0.33486], [1.31770, 2.24736, 0.82427], [0.14038, -0.35533, -1.47549], [0.46863, 0.43234, -0.40788], [0.53887, 0.37699, 0.96276], [-1.28357, -2.25839, -0.83245], [0.28762, 1.62838, 1.71062], [-0.65829, -1.40860, -1.34952], [-2.03842, -3.20390, -0.42649], [2.19242, 1.68502, -1.09206], [1.99853, 3.01828, 1.14818], [0.45871, -0.13127, -2.47926], [0.57157, 1.61794, 2.76040], [-0.72077, 2.03320, 1.60710], [-1.66202, -4.10097, -0.14469], [-3.04876, -3.12789, -0.47064]], "forces_ev_per_angstrom": [[0.162, 1.934, -0.764], [1.020, 1.443, -1.137], [0.633, 1.196, -0.109], [2.212, 0.344, 0.226], [-5.061, -3.481, 1.634], [0.803, 1.333, -1.134], [1.660, -0.308, 0.222], [-1.089, -2.288, 1.205], [-0.624, -0.737, 0.322], [0.167, 0.253, -0.080], [-0.048, 0.271, -0.208], [-0.007, 0.168, -0.083], [0.015, -0.027, -0.028], [-0.031, -0.305, -0.115], [0.100, 0.080, -0.018], [0.087, 0.126, 0.069]], "mulliken_spin": [0.02, 0.24, 0.24, -0.05, 1.32, 0.19, 0.00, -0.05, -0.01, 0.01, 0.02, 0.01, 0.01, 0.02, 0.01, 0.01]}



Entry 2:
{"formula": "C7H7N2O2S", "method": "ωB97M-V with the def2-TZVPD basis set", "charge": -1, "molar_mass_g_mol": 183.2, "spin_multiplicity": 1, "energy_ha": -929.15039, "e_lumo_ev": 3.03, "elements": ["C", "C", "C", "C", "C", "C", "C", "N", "N", "O", "O", "S", "H", "H", "H", "H", "H", "H", "H"], "coordinates": [[-3.01390, -0.51737, 1.13328], [-3.66530, 0.11555, 0.13918], [-1.25776, 0.27556, 0.01051], [1.17914, -0.14955, 0.16977], [0.37826, 2.44993, 0.36678], [2.45478, -0.27243, -0.66282], [0.04211, 0.72971, -0.32099], [-1.69292, -0.22392, 1.12748], [1.16892, -0.83260, 1.22060], [-0.14107, 2.47272, 1.43698], [1.15167, 3.05865, -0.31635], [-2.63983, 0.78076, -1.03000], [-3.30217, -1.23908, 1.91840], [-4.81809, 0.08097, 0.03708], [2.69355, 0.72873, -1.13595], [2.40032, -1.07699, -1.35494], [3.31990, -0.28208, 0.00482], [0.07500, 1.17811, -1.27664], [0.22107, -0.76141, 1.61624]], "forces_ev_per_angstrom": [[0.379, 0.282, 0.634], [-4.336, -1.100, 0.041], [-1.660, 1.316, 0.404], [0.406, 0.818, -1.758], [0.400, -1.894, 0.786], [0.413, 3.495, 0.652], [1.561, -0.141, 0.431], [1.912, -1.356, -0.352], [-0.964, -0.792, 1.187], [-1.002, 0.907, 1.496], [0.450, 0.613, -1.226], [0.761, -0.017, 0.241], [-0.590, 0.919, -0.536], [2.221, 0.091, -0.145], [-0.746, -1.098, -0.330], [0.136, -0.587, -0.607], [-0.193, -1.010, 0.159], [0.427, -0.464, -1.427], [0.427, 0.018, 0.351]], "nbo_charge": [-0.06, -0.50, 0.17, 0.32, 0.91, -0.67, -0.58, -0.51, -0.69, -0.67, -0.70, 0.31, 0.20, 0.22, 0.21, 0.21, 0.22, 0.24, 0.36]}



Entry 3:
{"formula": "C7H7N2O4S2", "method": "ωB97M-V with the def2-TZVPD basis set", "charge": 1, "molar_mass_g_mol": 247.3, "spin_multiplicity": 1, "energy_ha": -1477.35039, "e_lumo_ev": [-4.35, -4.35], "elements": ["C", "C", "C", "C", "C", "C", "C", "N", "N", "O", "O", "O", "O", "S", "S", "H", "H", "H", "H", "H", "H", "H"], "coordinates": [[-1.90450, 0.66671, 2.52789], [-0.83510, 0.47398, 1.71826], [2.22935, 0.33287, -0.19838], [-0.28595, -1.69976, -1.34227], [-2.16802, 1.45198, 0.21264], [2.00091, -1.14608, -0.71503], [0.95139, -1.33245, -1.85966], [-0.97641, 0.91984, 0.45933], [-0.10855, 0.76298, -0.58707], [3.32007, 0.69116, 0.11323], [-1.29218, -2.16092, -1.03538], [0.27074, -0.24750, 2.05383], [1.16303, 1.12940, -0.08324], [-2.76497, 2.17847, -1.28597], [-3.11454, 1.59184, 1.60667], [-1.89977, 0.55629, 3.63637], [2.85263, -1.65325, -1.25813], [1.86207, -1.71422, 0.24671], [1.31037, -1.94333, -2.75098], [0.71995, -0.27622, -2.25164], [0.59802, -0.15085, 2.98500], [-1.92855, 1.56907, -2.19218]], "forces_ev_per_angstrom": [[-0.299, 1.515, 0.176], [0.518, -1.570, 3.401], [0.258, -1.865, -1.014], [-3.699, -0.957, 1.051], [-0.507, 1.122, -0.482], [0.849, -0.534, 0.078], [1.023, 1.799, -1.616], [-0.350, 0.497, -1.610], [0.036, -1.881, -0.872], [-0.240, 0.176, 0.143], [2.658, 1.264, -0.622], [0.299, 0.278, -0.032], [0.441, 1.214, 0.374], [0.733, -0.611, 0.027], [0.559, -1.230, 0.883], [-0.348, -0.023, -1.253], [-0.091, 1.343, 1.354], [-0.369, 0.179, -1.190], [-0.653, 0.251, 1.310], [0.339, -1.465, 0.180], [-0.839, 0.199, -1.152], [-0.319, 0.301, 0.864]], "nbo_charge": [-0.46, 0.44, 0.79, 0.97, -0.12, -0.51, -0.65, -0.22, -0.31, -0.51, -0.30, -0.68, -0.38, 0.15, 0.57, 0.28, 0.28, 0.27, 0.32, 0.36, 0.53, 0.18]}



Entry 4:
{"formula": "C7H7N2O4S2", "method": "ωB97M-V with the def2-TZVPD basis set", "charge": 1, "molar_mass_g_mol": 247.3, "spin_multiplicity": 1, "energy_ha": -1477.38325, "e_lumo_ev": -4.04, "elements": ["C", "C", "C", "C", "C", "C", "C", "N", "N", "O", "O", "O", "O", "S", "S", "H", "H", "H", "H", "H", "H", "H"], "coordinates": [[2.45986, -1.83228, -0.90612], [1.28605, -1.20982, -0.76491], [-1.52349, 1.13201, -1.14596], [-0.77751, -0.33321, 1.59542], [2.68174, 0.27990, 0.29133], [-2.39540, 0.49853, -0.06442], [-1.96211, 0.50534, 1.39705], [1.37172, -0.05368, -0.04988], [0.39501, 0.80240, 0.33840], [-2.01314, 1.54776, -2.16299], [-0.17549, -1.19901, 1.95631], [0.09605, -1.70515, -1.08031], [-0.22910, 1.27534, -0.90335], [3.12135, 1.74368, 0.95161], [3.74400, -0.87564, -0.29555], [2.57673, -2.67294, -1.58304], [-3.36066, 1.03778, -0.23597], [-2.80918, -0.54007, -0.20180], [-2.72144, 0.20020, 1.98804], [-1.84253, 1.58928, 1.83359], [0.08191, -2.49873, -1.67831], [1.99564, 2.30830, 0.72086]], "forces_ev_per_angstrom": [[0.551, -0.197, -1.160], [-0.198, -1.779, 0.046], [-1.603, -0.793, 0.005], [-0.593, 4.065, -2.738], [-1.830, -1.291, -1.647], [-1.904, -0.651, -0.330], [1.524, 3.403, -0.204], [1.929, 1.266, 0.593], [-2.315, -0.671, 0.577], [0.727, -0.331, 0.715], [1.270, -2.430, 1.430], [-1.177, -0.010, -0.560], [1.787, 0.358, -0.031], [2.471, 0.398, 1.206], [0.332, -0.312, 0.187], [0.396, -0.008, 0.533], [0.770, -0.006, 0.805], [1.141, 0.689, -0.851], [-2.624, -1.663, 1.891], [0.722, -1.938, -0.993], [0.508, 1.154, 0.835], [-1.884, 0.745, -0.310]], "nbo_charge": [-0.53, 0.48, 0.78, 0.90, -0.16, -0.55, -0.56, -0.24, -0.22, -0.52, -0.36, -0.66, -0.38, 0.25, 0.65, 0.27, 0.29, 0.26, 0.27, 0.30, 0.53, 0.18]}



Entry 5:
{"formula": "C7H7N4", "method": "ωB97M-V with the def2-TZVPD basis set", "charge": 1, "molar_mass_g_mol": 147.2, "spin_multiplicity": 1, "energy_ha": -489.63352, "e_lumo_ev": -4.72, "elements": ["C", "C", "C", "C", "C", "C", "C", "N", "N", "N", "N", "H", "H", "H", "H", "H", "H", "H"], "coordinates": [[-1.01695, -1.51102, -0.04810], [-3.08563, -0.52319, 0.03758], [-0.48542, -0.24371, -0.02061], [-1.35162, 0.86207, 0.00855], [0.59068, 1.80698, -0.06139], [2.09241, -0.21118, -0.70438], [2.05924, -0.12917, 0.76223], [-2.33765, -1.60653, -0.02884], [-2.65209, 0.73093, 0.05457], [-0.63502, 2.06144, -0.02519], [0.94110, 0.38696, -0.03275], [-0.46182, -2.43687, -0.08618], [-4.15602, -0.66960, 0.08279], [1.37293, 2.54545, -0.10076], [2.71607, 0.47378, -1.26677], [1.90663, -1.15550, -1.20184], [1.85370, -1.00706, 1.36184], [2.64944, 0.62622, 1.26926]], "forces_ev_per_angstrom": [[0.433, 0.223, -0.006], [-0.126, -0.025, 0.019], [1.199, 1.314, 0.035], [0.528, -1.516, -0.005], [0.028, 0.363, -0.008], [0.895, -0.320, -0.477], [0.855, -0.289, 0.553], [-0.167, -0.729, 0.057], [0.186, 0.901, -0.045], [-0.080, 0.805, -0.001], [-3.644, -0.919, -0.018], [0.199, -0.060, -0.012], [-0.046, -0.005, -0.027], [0.321, 0.018, 0.005], [-0.111, 0.088, 0.099], [-0.177, 0.075, 0.113], [-0.189, 0.029, -0.149], [-0.103, 0.048, -0.133]], "nbo_charge": [0.07, 0.29, 0.03, 0.33, 0.28, -0.20, -0.20, -0.39, -0.37, -0.31, -0.26, 0.23, 0.22, 0.24, 0.26, 0.26, 0.26, 0.26]}